ORCA calculation (ωB97M-V/def2-TZVPD) on a molecular structure, C38H45BF6N7O6PtS3.

Values from the calculation:
calculated total energy: -4247.8517 a.u.
HOMO-LUMO gap: 7.41 eV
charge: -1

```
107
Properties=species:S:1:pos:R:3:forces:R:3
Pt -0.105 -0.083 -0.279 -0.021 -0.655 -0.210
F -0.922 4.577 1.542 -0.003 0.130 0.051
C 0.195 3.983 1.960 -0.043 -0.119 0.141
F 1.233 4.758 1.663 0.059 0.115 0.014
F 0.131 3.833 3.288 -0.009 0.159 -0.099
S 0.340 2.349 1.152 0.524 0.532 0.146
O 0.454 2.625 -0.261 -0.261 -0.261 0.024
O -0.867 1.683 1.592 0.575 -0.258 0.003
N 1.672 1.873 1.855 -0.286 -0.236 -0.113
S 2.865 1.154 1.098 -0.303 -0.168 -0.401
O 3.633 0.369 2.011 -0.091 0.002 0.081
O 2.495 0.593 -0.187 0.172 0.203 0.659
C 3.982 2.550 0.685 -0.164 -0.012 0.080
F 5.106 2.076 0.150 0.114 0.039 -0.058
F 3.410 3.381 -0.184 0.058 0.066 0.010
F 4.286 3.228 1.795 0.088 0.079 -0.085
N 7.219 -2.087 -1.940 -0.158 0.073 0.147
C 5.844 -2.266 -1.758 0.044 -0.003 -0.014
C 4.935 -1.364 -2.315 0.052 0.043 0.004
C 3.576 -1.539 -2.130 -0.049 -0.057 0.067
C 3.115 -2.612 -1.376 0.104 -0.184 -0.240
C 4.009 -3.502 -0.795 -0.016 0.040 -0.098
C 5.368 -3.329 -0.987 0.073 0.007 0.032
S 1.381 -2.928 -1.309 0.333 0.181 -0.074
O 1.208 -4.329 -1.045 -0.045 -0.019 0.049
O 0.813 -2.363 -2.506 0.222 0.327 0.449
N 0.808 -2.013 -0.109 -0.843 0.874 0.286
C 1.247 -2.093 1.195 -0.163 -0.248 -0.104
N 0.678 -1.167 1.981 0.131 0.144 0.232
C 0.963 -1.187 3.275 0.026 0.016 -0.268
C 1.843 -2.110 3.810 0.083 -0.137 0.003
C 2.426 -2.983 2.902 -0.039 0.021 -0.076
N 2.145 -3.000 1.604 -0.188 0.093 -0.021
H 7.478 -1.523 -2.732 0.007 -0.012 -0.051
H 7.779 -2.917 -1.847 0.018 -0.044 -0.027
H 5.305 -0.528 -2.901 -0.052 -0.048 0.040
H 2.859 -0.861 -2.576 0.080 -0.016 0.018
H 3.620 -4.327 -0.213 0.048 0.031 -0.050
H 6.078 -4.022 -0.543 -0.074 0.043 -0.021
H 0.477 -0.429 3.883 0.057 -0.001 -0.039
H 2.092 -2.130 4.862 -0.010 0.003 -0.057
H 3.162 -3.713 3.231 -0.023 0.032 -0.001
C 1.018 1.080 -3.513 0.031 0.062 0.061
C -0.060 1.976 -4.130 -0.103 -0.137 0.139
C -0.957 1.172 -5.078 0.059 -0.008 0.000
C -0.827 2.811 -3.107 0.004 -0.010 -0.112
C -0.483 4.156 -3.006 0.031 0.030 0.031
C -1.146 5.016 -2.145 -0.063 -0.071 0.046
C -2.211 4.546 -1.397 0.034 -0.019 -0.019
C -2.596 3.209 -1.468 -0.057 -0.053 0.081
C -3.807 2.743 -0.668 0.043 0.225 0.030
C -3.608 2.909 0.841 0.012 -0.038 -0.040
C -5.065 3.490 -1.127 -0.014 -0.068 -0.046
C -1.867 2.340 -2.292 0.008 -0.134 0.066
N -2.218 0.949 -2.288 -0.048 0.161 -0.005
B -1.696 -0.161 -1.510 0.373 -0.563 -0.180
N -2.570 -1.266 -1.867 -0.018 -0.150 -0.139
C -3.532 -0.796 -2.770 0.061 -0.200 0.251
C -3.341 0.508 -3.000 0.102 0.180 0.038
C -2.522 -2.660 -1.523 -0.058 0.060 -0.053
C -2.077 -3.594 -2.485 0.073 0.130 -0.023
C -1.963 -4.928 -2.116 0.011 0.000 0.012
C -2.275 -5.346 -0.832 -0.045 0.029 -0.077
C -2.792 -4.434 0.067 0.023 -0.037 0.045
C -2.959 -3.088 -0.260 -0.072 0.009 0.082
C -3.667 -2.245 0.809 0.191 0.214 -0.185
C -4.520 -1.073 0.306 0.020 -0.106 0.006
C -2.689 -1.758 1.880 -0.116 -0.144 0.112
C -1.780 -3.216 -3.935 0.022 -0.188 0.047
C -2.952 -3.655 -4.825 -0.073 0.097 0.022
C -0.487 -3.826 -4.490 -0.073 -0.217 -0.066
H 1.652 0.667 -4.305 -0.052 0.002 0.043
H 0.585 0.243 -2.960 -0.005 0.006 -0.013
H 1.649 1.646 -2.822 -0.013 -0.036 0.006
H 0.465 2.711 -4.744 0.003 0.081 -0.040
H -1.363 0.283 -4.592 0.022 0.074 -0.053
H -0.374 0.843 -5.944 -0.018 0.015 0.054
H -1.790 1.780 -5.441 0.016 -0.053 0.002
H 0.336 4.532 -3.612 -0.050 -0.029 0.019
H -0.835 6.052 -2.064 -0.018 -0.025 -0.018
H -2.743 5.218 -0.732 0.024 -0.034 -0.061
H -3.968 1.685 -0.865 0.053 -0.020 -0.057
H -3.509 3.966 1.111 -0.040 -0.061 -0.015
H -2.709 2.391 1.178 -0.309 0.109 -0.057
H -4.468 2.497 1.379 0.012 0.056 -0.027
H -5.010 4.550 -0.861 -0.003 -0.048 -0.025
H -5.954 3.066 -0.649 0.059 0.048 -0.020
H -5.191 3.422 -2.212 -0.017 -0.003 0.061
H -4.313 -1.434 -3.148 0.029 -0.054 -0.019
H -3.909 1.172 -3.635 0.053 0.022 0.054
H -1.603 -5.650 -2.842 0.009 0.061 0.076
H -2.139 -6.383 -0.547 -0.017 0.040 -0.008
H -3.095 -4.768 1.056 0.012 0.029 -0.063
H -4.354 -2.946 1.290 -0.048 -0.036 -0.011
H -3.909 -0.198 0.073 -0.065 -0.120 0.006
H -5.228 -0.785 1.088 0.039 0.001 -0.001
H -5.092 -1.343 -0.586 0.025 0.054 0.064
H -1.944 -1.105 1.439 0.176 0.159 -0.055
H -2.163 -2.598 2.344 -0.013 0.072 -0.026
H -3.213 -1.196 2.662 0.022 -0.088 -0.076
H -1.683 -2.135 -3.997 0.003 0.131 0.069
H -3.023 -4.747 -4.837 0.004 0.049 -0.019
H -2.805 -3.307 -5.852 0.001 -0.052 0.056
H -3.910 -3.269 -4.469 0.033 0.007 -0.008
H -0.566 -4.914 -4.583 -0.064 0.030 -0.063
H 0.358 -3.591 -3.848 -0.218 -0.182 -0.358
H -0.298 -3.423 -5.490 -0.030 -0.036 0.032
```
Forces are in eV/Å.

Mulliken population analysis, charges in e, atoms 1 to 5: 1.48 -0.13 0.20 -0.22 -0.21